C70H154F18N11O17S6 | ωB97M-V/def2-TZVPD

XYZ file:
```
276
Properties=species:S:1:pos:R:3
C -25.369 -16.039 -6.280
C -25.933 -16.629 -7.550
N -27.409 -16.856 -7.725
C -27.811 -17.861 -6.706
C -28.191 -15.605 -7.515
C -27.892 -14.401 -8.410
C -27.647 -17.463 -9.083
C -29.061 -17.388 -9.648
O -29.830 -18.282 -8.844
C -31.092 -18.460 -9.469
H -25.719 -15.088 -5.977
H -24.305 -15.928 -6.412
H -25.512 -16.644 -5.417
H -25.524 -17.666 -7.589
H -25.661 -16.162 -8.512
H -27.750 -17.538 -5.712
H -27.152 -18.716 -6.818
H -28.799 -18.222 -6.934
H -28.047 -15.328 -6.476
H -29.178 -15.849 -7.777
H -26.920 -13.935 -8.171
H -28.601 -13.608 -8.096
H -27.863 -14.533 -9.510
H -27.355 -18.550 -9.129
H -26.975 -16.936 -9.785
H -28.952 -17.760 -10.682
H -29.550 -16.431 -9.858
H -31.651 -17.516 -9.560
H -31.699 -19.144 -8.866
H -30.925 -18.895 -10.425
C -34.195 -12.924 -16.011
C -33.752 -12.115 -17.207
N -33.140 -10.726 -16.977
C -34.135 -9.921 -16.240
C -31.892 -10.770 -16.114
C -30.769 -11.709 -16.678
C -32.940 -10.098 -18.332
C -32.019 -8.856 -18.333
O -32.680 -7.792 -17.561
C -31.872 -6.634 -17.406
H -35.145 -12.584 -15.616
H -33.464 -12.980 -15.244
H -34.270 -13.938 -16.348
H -34.622 -11.827 -17.748
H -32.999 -12.640 -17.794
H -33.857 -8.907 -16.178
H -34.168 -10.360 -15.230
H -35.032 -9.838 -16.833
H -32.279 -11.099 -15.151
H -31.507 -9.760 -16.052
H -30.487 -11.519 -17.709
H -31.088 -12.761 -16.548
H -29.893 -11.489 -16.057
H -33.910 -9.838 -18.772
H -32.448 -10.860 -18.925
H -31.953 -8.561 -19.371
H -31.080 -9.103 -17.860
H -31.183 -6.513 -18.276
H -31.208 -6.691 -16.578
H -32.611 -5.825 -17.239
C -21.867 -11.372 -16.116
C -22.608 -10.572 -14.981
N -22.575 -8.983 -15.143
C -23.322 -8.400 -14.021
C -21.207 -8.464 -15.164
C -20.338 -8.834 -13.958
C -23.304 -8.722 -16.473
C -23.644 -7.226 -16.735
O -22.425 -6.603 -17.121
C -22.618 -5.370 -17.853
H -20.822 -11.197 -16.242
H -22.367 -11.136 -17.083
H -22.095 -12.413 -15.830
H -22.154 -10.761 -14.023
H -23.648 -10.774 -14.945
H -24.374 -8.585 -14.196
H -23.075 -7.349 -13.881
H -22.964 -8.893 -13.137
H -21.283 -7.404 -15.308
H -20.756 -8.912 -16.035
H -19.921 -9.809 -14.201
H -20.919 -8.936 -13.026
H -19.594 -8.041 -13.731
H -24.298 -9.267 -16.378
H -22.650 -9.152 -17.292
H -24.070 -6.752 -15.870
H -24.302 -7.216 -17.610
H -23.442 -4.769 -17.479
H -22.838 -5.596 -18.911
H -21.798 -4.701 -17.707
C -29.147 -14.861 -17.226
C -27.680 -14.411 -17.528
N -26.945 -15.060 -18.655
C -25.666 -14.268 -18.783
C -26.536 -16.468 -18.378
C -25.320 -16.699 -17.503
C -27.829 -14.780 -19.899
C -27.051 -14.568 -21.143
O -26.196 -15.656 -21.330
C -25.216 -15.316 -22.321
H -29.382 -14.459 -16.224
H -29.263 -15.939 -17.176
H -29.891 -14.552 -17.945
H -27.105 -14.690 -16.646
H -27.675 -13.368 -17.823
H -25.859 -13.201 -18.815
H -25.243 -14.709 -19.649
H -24.976 -14.469 -17.929
H -26.537 -16.981 -19.277
H -27.328 -16.995 -17.883
H -25.480 -17.688 -17.096
H -25.159 -15.983 -16.669
H -24.343 -16.705 -18.032
H -28.384 -13.867 -19.686
H -28.410 -15.706 -19.809
H -26.470 -13.618 -20.965
H -27.701 -14.483 -22.043
H -25.702 -14.812 -23.208
H -24.646 -16.206 -22.648
H -24.469 -14.577 -21.896
C -25.743 1.074 -17.133
C -25.440 -0.345 -16.485
N -26.380 -1.479 -16.961
C -26.052 -1.680 -18.400
C -26.003 -2.804 -16.281
C -26.392 -2.835 -14.854
C -27.755 -1.019 -16.835
C -28.774 -2.029 -17.297
O -28.778 -2.030 -18.713
C -29.728 -2.869 -19.272
H -26.784 1.377 -17.053
H -25.504 1.290 -18.176
H -25.193 1.768 -16.495
H -25.572 -0.228 -15.420
H -24.421 -0.678 -16.715
H -24.984 -1.677 -18.615
H -26.444 -0.843 -18.957
H -26.539 -2.534 -18.769
H -24.929 -2.871 -16.305
H -26.575 -3.627 -16.726
H -27.480 -2.734 -14.659
H -25.942 -2.042 -14.240
H -25.985 -3.735 -14.346
H -27.979 -0.193 -17.446
H -27.995 -0.839 -15.756
H -29.731 -1.696 -16.987
H -28.586 -3.015 -16.920
H -29.645 -3.892 -18.910
H -29.744 -2.881 -20.342
H -30.748 -2.550 -19.002
C -38.296 -8.892 -9.197
C -36.919 -8.225 -9.055
C -36.133 -8.592 -10.304
N -34.745 -8.036 -10.314
C -34.823 -6.526 -10.167
C -33.877 -8.442 -11.478
C -32.423 -8.713 -11.100
C -32.463 -8.324 -9.545
C -33.954 -8.597 -9.158
H -38.989 -8.657 -8.374
H -38.252 -9.975 -9.216
H -38.765 -8.640 -10.184
H -36.324 -8.450 -8.162
H -37.159 -7.169 -8.835
H -36.695 -8.332 -11.243
H -35.994 -9.678 -10.343
H -33.896 -6.109 -10.481
H -35.111 -6.277 -9.173
H -35.526 -6.222 -10.954
H -33.894 -7.566 -12.137
H -34.447 -9.301 -11.835
H -31.665 -8.112 -11.646
H -32.279 -9.785 -11.266
H -32.105 -7.291 -9.441
H -31.751 -8.961 -8.980
H -34.157 -8.090 -8.210
H -34.210 -9.692 -9.098
C -32.473 -7.761 -24.449
C -31.795 -7.671 -25.811
C -30.447 -7.026 -25.700
N -29.525 -6.766 -26.890
C -30.136 -5.908 -27.890
C -28.202 -6.339 -26.428
C -27.508 -7.613 -25.856
C -28.124 -8.766 -26.668
C -29.145 -8.060 -27.548
H -33.228 -8.555 -24.490
H -32.982 -6.833 -24.164
H -31.809 -8.025 -23.595
H -32.447 -7.072 -26.426
H -31.762 -8.638 -26.311
H -29.839 -7.650 -25.101
H -30.507 -6.047 -25.254
H -29.378 -5.549 -28.515
H -30.595 -5.037 -27.415
H -30.882 -6.506 -28.455
H -27.613 -5.895 -27.241
H -28.241 -5.541 -25.689
H -26.418 -7.571 -25.962
H -27.596 -7.813 -24.823
H -27.408 -9.197 -27.333
H -28.527 -9.528 -26.029
H -28.698 -7.765 -28.476
H -30.043 -8.644 -27.767
C -26.294 -7.157 -7.886
C -26.739 -5.805 -7.298
C -26.558 -5.801 -5.755
N -26.855 -4.520 -5.013
C -26.743 -4.872 -3.573
C -28.285 -4.027 -5.399
C -28.039 -2.726 -6.119
C -26.727 -2.234 -5.346
C -25.885 -3.456 -5.291
H -25.241 -7.417 -7.648
H -26.426 -7.127 -8.989
H -26.869 -7.994 -7.552
H -27.799 -5.734 -7.573
H -26.304 -4.916 -7.769
H -25.495 -6.102 -5.532
H -27.209 -6.536 -5.249
H -25.714 -5.101 -3.361
H -27.437 -5.718 -3.406
H -27.071 -4.114 -2.899
H -28.858 -3.756 -4.484
H -28.778 -4.863 -5.869
H -28.901 -2.107 -5.931
H -27.912 -2.835 -7.194
H -27.045 -1.862 -4.354
H -26.215 -1.468 -5.905
H -25.052 -3.532 -4.619
H -25.599 -3.580 -6.370
C -25.218 -11.193 -9.781
F -24.098 -10.697 -9.303
F -25.514 -12.301 -9.043
F -26.206 -10.326 -9.526
S -25.228 -11.601 -11.542
O -25.344 -10.254 -12.086
O -24.023 -12.303 -11.852
N -26.537 -12.401 -11.545
S -27.206 -12.955 -12.927
O -28.445 -13.654 -12.686
O -27.226 -12.012 -13.966
C -25.963 -14.337 -13.614
F -25.541 -14.965 -12.452
F -26.647 -15.210 -14.304
F -24.900 -13.811 -14.280
C -27.819 -7.576 -17.663
F -28.931 -7.695 -18.387
F -27.188 -8.723 -17.586
F -26.977 -6.821 -18.357
S -28.030 -6.909 -15.992
O -26.723 -7.125 -15.341
O -28.484 -5.541 -16.190
N -29.202 -7.848 -15.446
S -29.919 -7.804 -14.027
O -29.627 -6.731 -13.169
O -31.357 -8.127 -14.147
C -29.274 -9.373 -13.240
F -29.784 -9.462 -12.055
F -29.641 -10.445 -13.950
F -27.991 -9.306 -13.189
C -31.758 -13.779 -22.113
F -31.697 -13.196 -23.299
F -32.962 -14.329 -22.048
F -30.880 -14.802 -22.009
S -31.388 -12.488 -20.787
O -32.182 -11.382 -21.145
O -31.645 -13.117 -19.546
N -29.842 -12.383 -21.124
S -29.011 -11.281 -20.472
O -29.784 -10.281 -19.755
O -27.826 -11.749 -19.805
C -28.305 -10.587 -21.980
F -27.451 -11.422 -22.496
F -29.306 -10.362 -22.836
F -27.723 -9.414 -21.804
```

Output
electronic energy = -240162.09500 eV
charge = +5
largest force on an atom = 4.0 eV/Å
M = 1956.43 g/mol